w) Computed, not measured: the ion C4H9N4 with charge +1, with ωB97M-V with the def2-TZVPD basis set.

```
17
C4H9N4, DFT ωB97M-V with the def2-TZVPD basis set
N 2.01917 0.50716 0.19393
N -0.93948 -1.56855 0.55555
N 0.98913 -2.11829 -0.60750
N 3.15385 0.84648 0.28372
C -0.19604 1.33837 0.47425
C -1.18711 1.77004 -0.65169
C 0.25346 -1.18904 0.03904
C 0.68679 0.15278 0.23694
H -1.32661 -1.10646 1.34247
H -0.92593 0.98183 1.19486
H 0.30289 2.20701 0.97584
H -0.72690 2.33696 -1.50447
H -1.97255 2.29934 -0.01622
H 0.53546 -2.78877 -1.14868
H -1.02077 -2.53859 0.61938
H -1.52436 0.72576 -0.96379
H 1.87899 -1.85602 -1.02362
```

E_HOMO	-13.38	eV
structure (SMILES)	CCC([N+]#N)=C(N)N
charge	+1
HOMO-LUMO gap	8.6	eV
LUMO	-0.1740	Ha

Results of the Löwdin charge analysis, in e, for atoms 1 through 6: 0.031, 0.219, 0.206, 0.324, -0.222, -0.070

x) Computed, not measured: the ion C4H9N4 with charge +1, with ωB97M-V with the def2-TZVPD basis set.

```
17
C4H9N4, DFT ωB97M-V with the def2-TZVPD basis set
N -1.78225 -0.60239 0.15164
N 1.32691 0.43959 0.93792
N -1.46886 -1.77371 0.28327
N -0.82892 0.25361 0.15953
C 0.84450 -0.40903 -1.39331
C 2.59981 0.75022 1.29793
C -3.06274 -0.06982 -0.06342
C 0.55590 0.04116 0.01052
H 2.89856 -0.05948 2.05779
H 1.30963 -1.50239 -1.47952
H -2.95515 0.60005 -0.91468
H -3.26262 0.47748 0.87248
H -3.74348 -0.74664 -0.34037
H 2.65192 1.79016 1.76787
H -0.06423 -0.18868 -1.94652
H 1.63610 0.14912 -1.83647
H 3.34493 0.85075 0.43534
```

E_HOMO (spin up / spin down)	-13.77 / -14.00	eV
charge	+1
HOMO-LUMO gap (spin up / spin down)	8.6 / 6.7	eV
LUMO (spin up / spin down)	-0.1881 / -0.2687	Ha

Results of the Löwdin charge analysis, in e, for atoms 1 through 6: -0.386, 0.194, 0.332, 0.080, 0.014, -0.053

So which one is most stable? That would be w), about 545.2 kJ/mol below the next structure.

w) Computed, not measured: a cluster of 2 separate species, C4H9N4 in total, with ωB97M-V with the def2-TZVPD basis set.

```
17
C4H9N4, DFT ωB97M-V with the def2-TZVPD basis set
N -2.26146 -0.64711 -0.00372
N 1.03266 1.45697 -0.49626
N 0.84751 -0.69209 0.17878
N -1.64852 -1.67487 -0.21473
C -2.20675 1.67409 0.20228
C 0.34200 0.40121 -0.12378
C -1.72431 0.47883 0.22472
C 2.21534 -1.21946 0.21977
H 2.05005 1.11818 -0.63142
H 2.91432 -0.38660 -0.00165
H 2.44126 -1.69124 1.28854
H 0.10400 -1.40648 0.39631
H -1.64694 2.66576 0.25597
H -3.28574 1.83702 0.32652
H 2.31954 -1.95435 -0.53287
H 0.76887 2.44300 -0.52931
H -2.26183 -2.40287 -0.55914
```

E_HOMO	-13.32	eV
charge	+1
HOMO-LUMO gap	8.5	eV
LUMO	-0.1754	Ha

Results of the Löwdin charge analysis, in e, for atoms 1 through 6: -0.020, 0.166, -0.018, 0.135, 0.122, -0.224

x) Computed, not measured: the ion C4H9N4 with charge +1, with ωB97M-V with the def2-TZVPD basis set.

```
17
C4H9N4, DFT ωB97M-V with the def2-TZVPD basis set
N 0.09346 -0.15892 -0.11922
N -0.35177 -2.46182 0.05777
N -2.71985 0.12368 -0.00096
N -2.32852 -0.97829 -0.16734
C -0.49425 1.16788 -0.32584
C -1.91951 1.27511 0.22883
C -0.66816 -1.20591 -0.08853
C 1.54090 -0.23910 -0.04612
H -2.44131 2.13067 -0.20795
H -0.50096 1.38344 -1.40126
H -1.92471 1.42958 1.31535
H 1.86863 -0.35706 0.98862
H 0.59907 -2.79233 0.16289
H 1.96070 0.68025 -0.44574
H -1.10502 -3.13851 0.09581
H 0.14060 1.90603 0.16750
H 1.91419 -1.07572 -0.63924
```

E_HOMO	-13.65	eV
structure (SMILES)	CN1CCN=NC1=[NH2+]
charge	+1
HOMO-LUMO gap	9.6	eV
LUMO	-0.1479	Ha

Results of the Löwdin charge analysis, in e, for atoms 1 through 6: -0.092, 0.233, 0.005, 0.154, -0.096, -0.145

So which one is most stable? That would be x), about 299.1 kJ/mol below the next structure.

w) Computed, not measured: a cluster of 2 separate species, C2H5O in total, with ωB97M-V with the def2-TZVPD basis set.

```
8
C2H5O, DFT ωB97M-V with the def2-TZVPD basis set
O -0.59100 -0.77817 -0.06633
C 1.83049 -0.21129 0.43006
C 0.73578 -0.91165 -0.19363
H -3.64770 2.23412 -0.63644
H 2.67019 -0.83734 0.67485
H -3.60293 1.55361 -0.36487
H 1.54447 0.59328 1.14204
H 1.06070 -1.64256 -0.98568
```

E_HOMO	-2.08	eV
charge	-1
HOMO-LUMO gap	7.3	eV
LUMO	0.1906	Ha

Results of the Löwdin charge analysis, in e, for atoms 1 through 6: -0.306, -0.165, -0.508, -0.004, -0.055, 0.006

x) Computed, not measured: the ion C2H5O with charge -1, with ωB97M-V with the def2-TZVPD basis set.

```
8
C2H5O, DFT ωB97M-V with the def2-TZVPD basis set
O -1.00038 -0.22631 0.75221
C -0.31921 -0.17419 -0.42801
C 1.12321 0.34978 -0.20118
H -0.24091 -1.18757 -0.88826
H 1.60490 0.51383 -1.20858
H 0.94646 1.22111 0.42862
H 1.87433 -0.26260 0.30764
H -0.76903 0.48727 -1.20264
```

E_HOMO	-1.88	eV
structure (SMILES)	CC[O-]
charge	-1
HOMO-LUMO gap	7.0	eV
LUMO	0.1870	Ha

Results of the Löwdin charge analysis, in e, for atoms 1 through 6: -0.423, -0.627, -0.179, 0.055, 0.044, 0.041

y) Computed, not measured: a cluster of 2 separate species, C2H5O in total, with ωB97M-V with the def2-TZVPD basis set.

```
8
C2H5O, DFT ωB97M-V with the def2-TZVPD basis set
O -0.27738 -0.28641 1.12043
C -0.19883 0.71150 0.35665
C 0.11552 0.80445 -0.98717
H 0.51618 -0.06361 -1.51312
H 1.10933 -4.84551 -1.89545
H 0.47647 1.76958 -1.33054
H -0.43064 1.71491 0.80166
H 1.17847 -5.41820 -1.43519
```

E_HOMO	-1.97	eV
charge	-1
HOMO-LUMO gap	6.8	eV
LUMO	0.1772	Ha

Results of the Löwdin charge analysis, in e, for atoms 1 through 6: -0.223, -0.613, -0.160, -0.020, 0.003, -0.039

So which one is most stable? That would be x), about 31.1 kJ/mol below the next structure.